# 1
# H80O40

40 unconnected molecules or ions with the total composition H80O40 at a distorted geometry (ωB97M-V with the def2-TZVPD basis set, the Open Molecules 2025 dataset).

Computed properties:
Net charge: +1
HOMO (spin up / spin down) in eV: -12.2 / -12.2
<S²>: 0.76
Multiplicity: 2
HOMO-LUMO gap (spin up / spin down) in eV: 9.03 / 1.98

```
120
Properties=species:S:1:pos:R:3:forces:R:3
H -3.514 2.215 -1.909 0.0 0.3 -1.2
O -1.878 5.845 -0.737 0.0 0.0 0.4
H -6.011 -1.268 1.213 0.4 -0.2 -0.4
O -2.977 -0.114 4.634 -0.7 -0.8 -0.4
H 0.449 -1.178 2.662 -1.2 0.5 -0.2
O 4.337 2.653 2.280 -0.6 0.4 1.8
H -0.267 -1.344 6.160 -0.2 3.1 0.7
O -4.124 2.472 2.485 -3.2 2.2 -2.3
H -0.369 -2.274 -3.759 -3.2 -1.7 0.5
O 3.987 -1.772 1.201 2.6 1.3 0.3
H -3.567 0.991 -1.011 -0.2 -1.9 0.1
H 2.543 0.091 -1.451 -0.6 -3.4 0.8
O -0.995 1.065 5.826 0.3 0.1 0.7
H 2.187 -3.649 2.055 0.3 -2.1 0.0
H 2.083 -3.231 -4.001 -0.2 1.0 0.1
O 1.935 5.859 -2.965 1.1 0.3 2.2
O 0.760 -4.658 -4.606 3.2 1.1 -2.0
H 0.552 0.170 -3.115 -3.7 -2.0 0.5
O 2.119 -0.699 3.721 2.6 -1.4 -1.9
O 1.099 -4.642 -1.241 1.1 4.5 -0.3
H 1.974 -1.490 -1.680 0.5 1.1 0.0
H 1.459 -4.749 1.318 0.1 -0.3 -0.3
H -1.910 2.343 2.257 0.7 0.9 3.8
H 1.435 6.206 -2.142 1.1 -0.6 -1.7
H -5.282 -1.408 -0.228 0.1 -0.4 0.9
H -2.337 -5.385 -0.807 0.0 1.2 -0.7
H 0.859 -3.621 -1.120 1.2 -3.1 -0.5
H -0.054 -1.453 -5.775 -0.7 1.2 0.0
H -4.023 1.634 2.860 0.2 -2.2 1.1
O 2.143 -4.658 1.991 -0.3 2.4 0.2
O 5.872 1.360 -2.147 0.1 -2.1 -2.8
O -1.295 -2.801 -3.672 2.9 2.0 0.2
O -3.748 3.385 -3.427 -2.9 -3.2 -4.5
O -0.866 5.035 -3.504 -2.3 4.0 -5.7
O -3.127 1.830 -1.090 -0.4 1.9 -0.2
O -3.943 -1.703 -1.171 -2.9 -0.6 0.6
H 4.215 -0.708 2.461 2.8 1.6 0.3
H 5.738 -1.455 -2.569 0.8 -0.2 -1.7
H -1.865 -0.362 0.970 -0.6 0.9 0.0
H 0.718 6.135 0.052 -0.9 0.1 0.4
O -0.488 -2.802 0.167 -1.4 2.7 0.5
O -2.767 -2.071 2.096 3.5 1.8 3.4
H -5.107 2.520 2.182 2.6 -0.2 0.9
O -0.542 -0.589 -5.727 0.0 -1.0 0.5
H 1.339 1.028 -4.002 0.6 -1.1 1.7
H 4.079 -1.141 -2.410 3.0 -0.6 0.5
O -0.350 -6.179 2.917 -3.1 -1.0 -0.5
H -3.431 0.639 4.979 0.0 1.8 -0.1
H 5.638 1.304 -3.136 0.5 0.4 2.5
H -5.449 0.547 -1.648 -0.2 1.0 0.0
H -1.584 6.140 -1.618 -0.3 0.4 0.6
H -1.435 -2.829 -2.699 0.2 -0.2 -0.8
H 5.599 0.371 2.505 -1.6 -0.9 -0.1
O 3.609 0.909 4.878 2.7 2.5 0.7
H -3.191 3.419 -4.241 -1.0 -0.3 0.2
H -2.802 -1.196 2.737 0.0 -3.1 -1.9
H 3.773 1.637 5.583 -0.2 -2.0 -1.9
H 4.451 2.675 1.337 -0.6 0.0 -0.5
H -0.466 4.423 -3.022 3.3 -4.1 3.2
H 2.758 -0.964 2.936 -2.5 0.1 2.4
H 0.934 2.575 2.793 -0.7 -1.0 0.2
H -3.080 -1.468 -0.994 2.9 0.9 0.2
O 2.520 -0.917 -1.105 -0.2 2.3 -0.5
H 3.113 -2.560 -4.855 -0.6 0.7 0.3
H 0.541 -6.358 2.823 2.9 -0.3 -0.1
H -0.086 -4.215 -4.466 0.1 0.4 -0.3
H -2.140 6.589 -0.152 0.4 -0.5 -1.1
H -0.055 0.993 5.961 0.6 0.2 0.3
H -4.641 -2.440 -4.460 0.2 1.2 0.6
H 4.441 0.857 4.226 -2.2 0.0 1.7
O -1.678 2.481 3.282 1.1 -3.9 -4.2
O -5.364 1.470 -2.027 -0.3 -1.4 1.6
H 2.626 0.656 2.471 0.5 -1.4 2.4
H -2.324 1.159 0.505 0.6 -1.8 0.3
H 2.800 -0.353 4.366 -0.8 0.0 0.0
H -2.001 3.308 3.489 -1.3 3.0 0.6
O 4.981 -0.251 2.970 0.0 -0.1 0.1
H 5.647 2.202 -1.836 -0.6 2.0 0.3
H -1.136 0.686 4.966 -0.6 -0.1 -0.6
H -0.445 -5.297 3.209 0.2 1.4 0.6
H 3.357 2.600 2.508 1.8 0.2 -1.2
H 2.882 5.814 -2.599 -2.1 0.2 -1.0
H 1.354 2.217 -0.248 0.3 -0.2 -0.9
H 3.623 -1.792 0.333 -1.1 -0.2 -1.5
O -2.248 -4.491 -1.239 -0.3 -0.5 1.5
H 0.307 -4.936 -0.874 -2.2 -1.7 0.7
H 0.069 -1.085 -0.836 0.7 -0.4 -1.2
O -6.068 -1.112 0.262 -0.7 0.7 -0.2
H -5.611 1.317 -2.937 0.1 0.3 -1.1
O 2.485 0.953 1.620 -1.0 0.5 -5.3
O 5.013 -1.295 -2.011 -3.6 0.3 1.3
O 2.257 -2.346 -4.420 0.9 -1.5 0.1
O 1.905 2.217 -1.056 1.9 1.2 3.4
H 1.994 5.545 -0.362 0.8 -1.0 0.1
O -2.205 0.209 0.222 0.1 0.5 1.7
H -2.693 -3.869 -0.614 -0.2 -0.9 -0.7
O 1.378 0.533 -3.117 3.0 3.2 -2.8
H -3.378 -0.711 5.269 0.4 -1.2 0.0
O 1.428 3.331 2.524 -0.3 -1.1 -3.6
H -1.229 -2.106 0.062 1.9 -1.6 0.4
H 1.451 -4.104 -5.226 -3.6 -2.0 1.9
H -1.405 -0.783 -5.305 0.9 -0.1 -0.5
O -0.075 -2.174 5.846 -1.3 -3.7 0.4
H -0.386 5.055 -4.416 -1.1 0.1 2.7
H -1.027 -3.568 0.053 -0.3 -1.5 -0.2
H 4.850 -1.263 0.982 -1.7 -1.6 0.5
O -0.387 -0.699 2.904 1.0 -0.9 -0.7
O 1.536 6.370 -0.370 -0.2 0.8 0.0
H 0.004 -0.304 3.687 -0.2 0.4 0.3
H -1.838 -2.482 2.507 -3.5 1.6 -1.5
H 0.599 -2.251 5.212 1.5 0.6 -1.1
H -1.046 -0.235 -0.754 0.3 -0.3 -2.5
H 1.493 1.970 -1.833 -1.9 -1.0 -2.1
H -4.136 -1.760 -2.099 0.3 -0.2 -1.5
O -4.195 -1.634 -4.088 -1.5 -1.2 -0.2
O -0.567 -0.764 -1.507 -0.6 1.1 2.6
H 2.746 0.328 0.874 -0.4 0.9 2.1
H -3.302 -1.831 -4.334 1.4 -0.1 0.0
H -3.157 3.754 -2.906 4.3 3.7 4.6
H 1.623 3.759 3.288 0.9 2.3 3.6
```
Positions in Å, forces in eV/Å.

***

# 2
# H80O40

40 unconnected molecules or ions with the total composition H80O40 at a distorted geometry (ωB97M-V with the def2-TZVPD basis set, the Open Molecules 2025 dataset).

Computed properties:
Net charge: +1
HOMO (spin up / spin down) in eV: -12.7 / -12.7
<S²>: 0.76
Multiplicity: 2
HOMO-LUMO gap (spin up / spin down) in eV: 9.66 / 3.90

```
120
Properties=species:S:1:pos:R:3:forces:R:3
H -6.210 0.727 -0.093 -0.4 -0.8 0.1
H -1.027 -1.563 1.567 -0.5 0.1 -0.1
O -1.965 -2.182 -5.294 0.7 0.6 0.4
O 1.058 2.336 3.687 -0.1 -1.1 0.5
H 3.265 0.606 -3.503 0.1 0.2 0.1
H 4.668 0.703 -4.073 0.3 0.0 -0.2
H 0.913 4.509 -3.104 0.0 0.1 0.4
H 2.460 -3.926 3.554 0.3 0.2 0.2
O 0.586 2.852 -0.573 -0.6 0.2 -0.5
H -1.576 2.282 1.750 -0.2 -0.6 -0.2
H 0.769 3.718 -0.132 0.2 -0.1 0.5
H -5.207 1.418 0.615 0.4 -0.3 0.8
H -2.230 3.909 1.163 -1.0 2.1 -1.0
H 1.792 -0.693 0.963 0.0 0.0 0.5
H 2.601 -0.511 3.857 0.0 0.0 0.1
H -1.798 -1.576 -4.555 -0.7 -0.3 0.4
O 2.367 -1.555 -4.609 0.9 -1.1 -0.1
H 3.687 5.970 -1.329 0.3 0.2 0.1
H 1.743 0.344 4.838 0.2 0.2 -0.2
H -1.175 -1.959 -5.795 0.0 -0.4 -0.7
O 1.229 -5.516 3.158 0.1 0.3 0.1
O -2.353 2.474 1.192 -0.1 0.0 0.5
H 2.341 4.058 -3.219 0.2 0.0 0.2
O -5.927 0.590 -2.559 -1.4 0.0 0.8
H 1.167 -5.075 4.014 -0.4 -0.3 0.2
O 4.589 -1.824 -3.033 -0.1 -0.9 -0.5
H -1.333 -2.287 0.196 0.0 0.3 0.4
H 5.161 -1.738 -2.261 0.4 0.3 0.2
O -0.902 3.981 -2.005 0.3 -1.0 1.2
H -2.379 1.825 0.474 0.4 -0.1 0.4
H -1.077 6.463 -0.974 0.4 1.2 -0.4
O -3.370 1.247 -2.246 0.2 0.5 0.3
H 3.986 0.929 -0.153 0.0 0.0 0.2
H -0.076 0.284 -3.776 0.2 0.5 0.4
O -3.686 -1.752 -0.511 -0.1 -0.9 0.1
O -4.253 5.014 -1.033 0.2 -0.9 0.0
H -2.053 -2.721 -1.669 -0.3 0.1 -0.1
H 0.673 -4.957 2.593 -0.1 -0.4 -0.1
O -1.333 1.387 3.801 -1.1 1.6 -1.8
O -3.825 -0.031 4.015 0.4 -1.0 1.2
H 4.030 -5.573 1.371 0.4 0.5 -0.4
H 1.206 2.756 -1.335 0.3 0.4 0.0
H 1.219 -2.093 -1.354 0.0 0.5 -0.1
H -0.669 4.070 1.525 1.3 0.6 0.4
H -0.950 3.039 -1.764 -0.4 -0.2 -0.3
O 2.534 -0.205 4.768 0.0 -0.1 0.1
H 6.623 -0.789 0.184 0.1 -0.2 -0.3
O -1.094 0.204 0.280 -0.6 1.0 -0.7
H -0.168 -0.090 0.337 -0.5 0.1 0.2
H -3.368 0.642 3.521 -0.8 0.5 -0.6
H 3.676 -3.160 0.847 -0.5 -0.2 -0.1
O 3.437 -4.883 1.702 0.3 -1.4 0.3
H -4.968 4.386 -1.192 -0.3 0.4 -0.2
H 1.881 2.082 3.266 0.2 0.1 -0.1
H -2.927 -5.096 -1.923 -0.5 0.0 -0.2
H -2.512 1.664 -2.184 0.5 -0.4 0.2
H -3.603 4.418 -0.630 0.1 0.5 0.2
O 3.435 1.290 -0.853 -0.2 0.5 0.5
H -5.926 1.156 -3.337 0.7 -0.5 0.0
O -0.839 0.866 -3.758 -1.2 -0.1 -0.5
O -0.796 -2.299 1.004 0.7 -1.0 0.2
O 1.526 0.321 -2.564 0.6 -1.0 0.7
O 1.433 0.212 0.973 0.5 -0.9 -0.2
H 4.969 -2.551 -3.551 0.3 0.2 0.4
H 0.369 1.732 3.308 0.6 0.8 0.4
H 1.767 -0.526 -3.002 -0.2 0.3 -0.2
H 3.553 -4.511 -1.555 -0.1 -0.4 -0.1
H -1.151 1.427 4.738 -0.1 -1.0 0.1
H 0.589 -0.846 3.441 -0.1 -0.3 0.2
H -1.714 -3.453 3.848 0.4 -0.1 0.3
O -5.662 0.564 0.694 0.0 1.1 -1.0
H -3.311 2.994 4.529 -0.3 0.0 0.0
O 0.207 3.743 1.854 -1.1 0.5 -0.8
O -0.211 6.248 -0.632 0.8 -1.5 0.8
H -1.100 4.377 -1.120 -0.3 0.7 0.0
H 2.689 -3.068 4.862 0.2 -0.2 0.1
O 1.667 4.256 -2.550 0.4 -0.3 -1.0
O 2.353 -3.058 3.965 -0.3 0.5 -0.4
H -1.436 -0.120 -0.565 0.2 -0.6 0.0
O 3.679 -2.405 0.234 0.5 0.7 0.1
O 3.249 -4.727 -2.451 -0.1 0.6 0.3
O -3.690 3.705 3.994 0.5 -0.1 -0.1
O 4.157 0.909 -3.291 0.0 0.4 -0.4
O -1.446 -2.005 -1.914 0.4 -0.3 -0.6
H -0.993 -5.285 0.417 0.1 1.5 0.7
H 0.215 3.886 2.815 0.4 -0.3 -0.4
H -4.530 -1.816 -0.046 0.2 0.5 0.0
H 3.271 4.548 -1.250 0.0 -0.1 0.1
H -3.540 -0.851 -0.785 -0.4 0.5 0.0
H 5.486 -1.800 -0.022 0.3 0.0 -0.1
H -1.462 0.532 3.345 0.5 -0.1 1.5
H 1.247 -3.489 -1.965 0.1 -0.3 0.3
O -3.317 -4.616 -1.188 0.9 0.0 0.6
H 2.942 -5.480 2.313 -0.6 1.0 -0.2
O -1.970 4.873 0.775 0.3 -1.7 -0.5
H 2.168 0.356 -1.818 0.0 0.4 -0.6
H 3.335 -1.665 -4.484 -0.5 1.0 0.4
H -2.887 -4.301 3.970 -0.3 -0.5 0.2
O -1.990 -4.259 4.314 0.0 0.7 -0.6
H 0.569 6.797 -0.760 -1.0 0.6 -0.5
H 3.426 -3.893 -2.902 0.1 0.0 -0.1
O 0.813 -2.956 -1.276 1.1 -0.6 -0.4
H -0.377 -0.958 4.641 0.1 -0.2 0.0
H -2.939 3.952 3.437 -0.3 0.0 0.1
O -0.060 -5.095 0.319 0.9 -2.9 -1.2
H 1.547 0.432 0.043 0.2 0.7 0.0
H -5.137 0.087 -2.347 0.2 0.4 -0.8
H -2.331 5.727 1.031 -0.4 -0.5 0.6
H -0.599 -2.482 -2.110 -1.1 0.6 0.5
H 4.010 1.911 -1.328 -0.1 -0.5 -0.2
O -0.342 -0.926 3.679 0.0 -0.5 -0.3
O 6.345 -1.512 -0.395 -0.6 0.2 0.2
H 2.986 -2.493 -0.423 -0.1 -0.6 0.2
H -4.169 -4.257 -1.420 -0.2 0.0 -0.5
H -0.592 1.709 -3.384 0.8 -0.1 -0.2
O 3.982 5.130 -0.964 -0.2 -0.1 -0.1
H 0.518 -4.387 0.547 -1.2 1.4 0.5
H -4.722 -0.257 3.753 0.3 0.7 -0.6
H -3.638 1.581 -3.107 -0.4 -0.2 -0.2
H 2.213 -2.473 -4.888 -0.9 0.3 -0.1
```
Positions in Å, forces in eV/Å.

***

The electronic energy results, record by record, are as follows: -83183.1824 -83188.5114 eV.
The energy above the lowest of the compared OMol25 structures with the same formula, charge and spin results, record by record, are as follows: 989.0 474.8 kJ/mol.